[1]
Below is a cluster of 3 separate species, C4H12O2 in total, with properties calculated with wB97M-V/def2-TZVPD.

```
18
Properties=species:S:1:pos:R:3:forces:R:3:mulliken_charge:R:1
O -3.912930 -1.293582 0.384233 -0.36 -0.04 -0.02 -0.620
O 4.338849 -0.419999 -0.085793 -0.01 0.26 0.31 -0.652
C 0.403388 -0.754838 0.410403 1.21 0.08 -1.02 -1.168
C -0.269960 0.423102 -0.320767 0.15 -2.36 1.22 1.095
C 0.395379 1.727101 -0.080147 -0.45 0.81 -0.47 -1.135
C -1.437049 0.127619 -0.899431 -0.90 1.74 0.92 -1.191
H -2.220963 0.892886 -0.971961 0.61 0.14 -0.96 0.239
H -1.900277 -0.842421 -0.930429 0.58 -0.46 -0.09 0.456
H 4.104867 0.507771 -0.219087 0.06 -0.27 -0.09 0.315
H 0.029394 2.499246 -0.767141 -0.04 -0.05 0.26 0.339
H -2.989220 -1.389598 0.584467 0.83 -0.08 -0.16 0.332
H -0.054203 -1.689169 0.054799 0.38 0.15 0.33 0.323
H 0.210078 2.044383 0.950064 0.09 0.07 -0.04 0.284
H -4.263198 -1.165113 1.262400 -0.61 0.09 0.34 0.307
H 1.479158 1.673393 -0.220789 -0.12 -0.20 0.06 0.208
H 1.509614 -0.770485 0.271547 -0.59 -0.19 -0.47 0.256
H 4.187611 -0.862579 -0.921519 -0.06 0.02 -0.22 0.318
H 0.389463 -0.707722 1.499156 -0.77 0.28 0.12 0.295
```
Forces are in eV/Å.

Properties
**Kohn-Sham gap**: 9.92 eV
**HOMO**: -9.252 eV
**Energy above the lowest of the compared OMol25 structures with the same formula, charge and spin**: 105.41 kJ/mol
**Structure (SMILES)**: C=C(C)C.O.O

=====

[2]
Below is a structure of composition C4H12O2, with properties calculated with wB97M-V/def2-TZVPD.

```
18
Properties=species:S:1:pos:R:3:forces:R:3:mulliken_charge:R:1
O 0.769425 -0.469549 1.777626 -0.96 0.25 -0.76 -0.924
O 1.947707 1.060595 0.281885 -0.31 -0.23 0.10 -0.755
C -0.495034 -0.804809 -0.705716 -0.89 2.71 -1.56 0.183
C -0.756798 0.503647 -0.256004 -1.68 -1.47 -1.74 0.246
C 0.606141 -1.007955 -1.693839 0.76 -0.49 0.21 -1.174
C -1.957581 0.789465 0.589915 0.14 0.21 0.69 -1.452
H 1.457494 0.389856 1.029816 0.90 0.56 -0.20 0.496
H -2.906468 0.539068 0.124952 0.02 -0.03 -0.42 0.346
H -0.170639 1.315025 -0.675024 0.49 -0.24 0.64 0.520
H 0.376166 -0.533664 -2.648640 -0.22 -0.08 0.02 0.297
H -1.915731 0.200472 1.511539 0.18 0.09 -0.08 0.311
H -1.975335 1.837307 0.877195 -0.03 0.01 0.02 0.377
H 2.697253 1.484289 0.703419 -0.01 -0.02 0.05 0.244
H 1.528355 -0.539883 -1.327431 -0.21 0.02 0.04 0.289
H 1.316069 -0.796154 2.480306 0.26 -0.32 0.33 0.210
H -0.040805 -0.360355 0.402105 1.23 -0.91 1.85 -0.031
H -1.291727 -1.539245 -0.619802 0.43 -0.16 0.88 0.438
H 0.811508 -2.068109 -1.852303 -0.09 0.11 -0.05 0.378
```
Forces are in eV/Å.

Properties
**Kohn-Sham gap**: 8.62 eV
**HOMO**: -8.768 eV
**Energy above the lowest of the compared OMol25 structures with the same formula, charge and spin**: 326.50 kJ/mol

=====

[3]
Below is the molecule C4H12O2P2, with properties calculated with wB97M-V/def2-TZVPD.

```
20
Properties=species:S:1:pos:R:3:forces:R:3:mulliken_charge:R:1
P -1.452635 -0.483427 0.220780 0.68 2.03 -2.03 0.170
P 1.688726 -0.089583 -0.309679 -2.88 0.03 2.58 0.932
O 2.185395 0.035456 -1.650994 1.51 -0.14 -1.88 -0.730
O 0.100120 0.226896 -0.318898 -1.92 -0.81 0.54 -0.176
C 1.803363 -1.680423 0.570743 1.29 0.13 -3.09 -1.164
C 2.237285 1.093342 0.925338 1.53 0.76 1.90 -0.986
C -2.355847 1.164735 0.365298 0.84 1.82 0.50 -0.953
C -2.258131 -0.744135 -1.475547 1.53 2.89 0.06 -1.103
H 1.540841 1.107216 1.847171 1.10 -0.12 -1.55 0.259
H 1.802815 -1.582095 1.594652 -1.41 0.16 2.43 0.399
H -3.311433 -0.833379 -1.431451 -1.32 0.39 0.63 0.417
H 1.215818 -2.446277 0.037298 0.08 0.26 0.79 0.309
H -1.755247 1.889800 1.064783 -0.96 -1.22 -1.56 0.259
H -2.728706 1.691222 -0.593696 1.37 -0.87 1.23 0.280
H -2.003397 -1.611066 -1.979371 1.21 -1.74 -0.98 0.390
H 2.414446 2.139806 0.584212 -0.65 -0.79 -0.14 0.327
H 2.852770 -1.940557 0.497912 0.48 -0.40 -0.76 0.393
H -3.289218 1.046012 0.882971 -0.51 -0.57 0.60 0.389
H 3.297264 0.817462 1.276437 -1.50 0.04 -0.32 0.330
H -1.984224 0.198993 -2.107956 -0.46 -1.84 1.03 0.257
```
Forces are in eV/Å.

Properties
**Kohn-Sham gap**: 10.37 eV
**HOMO**: -9.502 eV
**Energy above the lowest of the compared OMol25 structures with the same formula, charge and spin**: 155.49 kJ/mol
**Structure (SMILES)**: CP(C)OP(C)(C)=O

=====

Values of E_tot, in order: -310.032776, -309.948569, -992.829036, all in Eh.
Values of strongest force on any atom, in order: 2.66, 3.25, 3.87, all in eV/A.